The following is a DFT calculation (wB97M-V/def2-TZVPD) of 14 unconnected molecules or ions with the total composition C19H66N18O14.

Results
**Relative energy (zero: lowest compared OMol25 entry of this formula, charge and spin)**: 281.1 kcal per mole
**Frontier orbital gap**: 7.429 eV
**M**: 770.849 g/mol
**Total energy**: -2802.43900 Eh

Structure (XYZ):
```
117
C19H66N18O14 wB97M-V/def2-TZVPD
C -11.04712 -0.90099 17.88735
C -10.66958 0.14582 16.88425
O -9.43271 0.75526 17.24348
H -11.15206 -0.52471 18.86976
H -10.40789 -1.79043 17.90847
H -11.98868 -1.34002 17.62143
H -11.38833 0.95889 16.73938
H -10.46760 -0.25875 15.97284
H -9.28706 1.54889 16.71351
C -8.21283 -2.52635 15.95863
C -7.21615 -2.59945 14.76853
O -7.41499 -3.78974 14.00613
H -8.24809 -3.25158 16.81912
H -9.19115 -2.36449 15.63371
H -7.95261 -1.61794 16.43978
H -6.15072 -2.57802 15.10748
H -7.40626 -1.72204 14.07479
H -7.17416 -3.56873 13.10739
C -12.83314 -5.66621 17.04849
C -11.85921 -4.47321 17.06052
O -11.33222 -4.38512 15.76234
H -13.17152 -5.90012 18.09426
H -12.29626 -6.61348 16.80539
H -13.68232 -5.45888 16.36384
H -11.05504 -4.71295 17.79152
H -12.32903 -3.52214 17.39928
H -10.66907 -5.10445 15.57966
C -16.09245 -5.49488 13.84688
C -15.76013 -4.20977 13.19699
O -15.99612 -4.22526 11.83184
H -15.69269 -5.66100 14.86361
H -15.61955 -6.35066 13.31342
H -17.17583 -5.57608 13.86420
H -14.74586 -3.90445 13.42586
H -16.37461 -3.41333 13.64514
H -15.33792 -3.64414 11.40790
C -10.69950 1.59731 13.74738
C -11.09272 1.70165 12.27355
O -11.57363 0.41569 12.00596
H -11.59360 1.33022 14.33219
H -10.21502 2.56653 14.01597
H -9.93237 0.78419 13.95788
H -10.27760 1.85488 11.58544
H -11.87927 2.46526 12.04417
H -12.11266 0.40934 11.17602
C -8.64105 -1.16760 11.35561
O -9.19842 -1.21743 12.65141
N -7.47738 -0.61944 11.17005
N -9.32010 -1.66867 10.39842
H -7.12828 -0.22165 12.04056
H -7.09636 -0.28127 10.31331
H -10.21455 -2.06415 10.60343
H -8.93475 -2.09526 9.57538
C -17.19369 -0.67926 12.67440
O -16.08602 -1.41499 12.37195
N -17.46619 -0.46712 13.90851
N -17.94501 -0.11005 11.83377
H -17.04452 -0.97730 14.68258
H -18.31564 -0.02939 14.16957
H -17.53725 -0.02726 10.85819
H -18.56731 0.58859 12.12754
C -12.51742 -5.46683 12.42878
O -12.89461 -6.21343 11.33583
N -12.93232 -5.78032 13.59882
N -11.56848 -4.55138 12.40001
H -13.58364 -6.53156 13.79379
H -12.60084 -5.25810 14.41679
H -11.17887 -4.50436 11.50330
H -11.62702 -3.64746 12.88243
C -15.96525 -4.30187 17.63625
O -15.13643 -4.17148 18.75501
N -16.95322 -5.10143 17.62014
N -15.73170 -3.66951 16.46375
H -17.17396 -5.65627 18.49252
H -17.69633 -5.04323 16.91895
H -14.92057 -3.10965 16.32686
H -16.09086 -3.98667 15.64036
C -9.58452 -6.74848 14.39803
O -8.45778 -7.30679 14.95511
N -10.71649 -7.38446 14.29589
N -9.68401 -5.50954 14.03497
H -10.76126 -8.40764 14.37309
H -11.60801 -6.92091 14.03490
H -8.83127 -5.00137 14.12807
H -10.46692 -5.20705 13.45952
C -14.92139 0.41719 15.88677
O -15.54380 -0.60358 16.51940
N -14.07299 1.20269 16.43584
N -15.11035 0.60936 14.64150
H -13.80798 1.11630 17.45337
H -13.64345 2.00328 15.89393
H -15.99168 0.16348 14.27616
H -14.74886 1.30236 13.94030
C -14.15334 1.52529 10.81600
O -14.81266 1.61929 12.02319
N -13.71564 0.43986 10.23690
N -13.96455 2.50958 10.05833
H -13.75967 -0.50793 10.70821
H -13.26794 0.35243 9.27283
H -14.28066 3.35974 10.51168
H -13.06382 2.64350 9.53889
C -12.72605 -1.86346 14.43372
O -13.54677 -2.47907 15.28454
N -13.08656 -0.81602 13.80165
N -11.59503 -2.29220 14.06573
H -13.93182 -0.26709 14.07899
H -12.44886 -0.25687 13.22506
H -11.32882 -3.09519 14.70206
H -10.91610 -1.64304 13.72200
C -13.21462 -2.56230 10.38882
O -11.84904 -2.69310 10.14420
N -14.09742 -2.69518 9.45046
N -13.76822 -2.11774 11.46380
H -13.69816 -2.75700 8.54903
H -15.11381 -2.65786 9.52762
H -13.20327 -2.03782 12.34873
H -14.75177 -1.82881 11.64767
```

---

The following is a DFT calculation (wB97M-V/def2-TZVPD) of a molecular structure, C19H69Mg2O20P.

Results
**Frontier orbital gap**: 6.250 eV
**M**: 697.325 g/mol
**Total energy**: -3011.61807 Eh

Structure (XYZ):
```
111
C19H69Mg2O20P wB97M-V/def2-TZVPD
Mg 12.43460 12.35652 11.23278
Mg 13.81710 15.56688 12.43356
C 16.72280 14.06244 12.81956
O 15.64692 14.92160 13.02658
H 16.58489 13.13898 13.38198
H 16.77607 13.79290 11.76474
H 17.71621 14.46580 13.01582
P 11.75179 14.45318 11.46614
O 11.95956 13.75964 10.12947
O 11.24468 13.30536 12.32496
O 12.05782 15.89904 11.89658
O 13.14688 13.90116 11.86878
C 8.79509 13.12038 8.89754
O 9.79319 14.08280 8.72758
H 8.57539 13.09578 9.96487
H 7.84969 13.34136 8.40206
H 9.22488 12.14000 8.69197
H 10.50219 14.00836 9.37054
C 13.84880 10.99320 13.42652
O 12.73510 10.89838 12.62684
H 13.88096 10.20434 14.17804
H 14.82021 11.02276 12.93300
H 13.77860 11.96274 13.91964
H 12.32728 10.05310 12.82880
C 10.28842 10.12968 10.84538
O 11.28056 10.99022 10.33558
H 9.62649 10.49346 11.63126
H 9.61933 9.82802 10.03952
H 10.67346 9.17205 11.19578
H 11.30909 10.63120 9.44572
C 9.85746 17.63168 9.51833
O 10.81362 17.77980 10.55776
H 10.26981 17.03824 8.70231
H 8.98896 17.07734 9.87400
H 9.47286 18.55088 9.07644
H 11.14658 16.93436 10.86754
C 15.63989 16.65602 10.12581
O 14.41079 15.97034 10.53796
H 16.48176 15.99448 9.92158
H 15.42140 17.14204 9.17494
H 16.08689 17.33842 10.84872
H 14.10327 15.49824 9.76068
C 14.69913 11.72052 8.90896
O 14.05743 11.61586 10.14742
H 14.06928 12.09252 8.10087
H 15.51310 12.43168 9.04972
H 15.07102 10.73774 8.61924
H 14.73041 11.07314 10.56472
C 17.46318 10.38716 11.49204
O 16.16194 10.14284 11.07342
H 17.70438 11.44986 11.46828
H 17.72877 10.02000 12.48338
H 18.12333 9.95689 10.73892
H 15.95395 9.23186 11.29350
C 12.40680 14.74962 7.06330
O 13.13782 15.02796 8.26846
H 11.84734 13.82516 7.20636
H 11.74412 15.54222 6.71578
H 13.11151 14.59786 6.24572
H 12.72580 14.48852 8.94732
C 9.67919 16.14085 13.99124
O 10.42423 17.18134 13.44704
H 8.91313 15.98684 13.23130
H 10.24393 15.21856 14.12742
H 9.23531 16.31758 14.97094
H 11.14432 16.79975 12.93966
C 11.12190 10.07044 6.83016
O 12.11355 10.06808 7.87266
H 10.56239 9.13970 6.92390
H 10.39833 10.86200 7.02506
H 11.59199 10.08132 5.84682
H 12.78799 9.40858 7.69438
C 7.83399 13.01894 12.62944
O 6.72823 12.32404 12.19064
H 8.21601 13.89012 12.09726
H 7.61649 13.32630 13.65234
H 8.62576 12.26984 12.63438
H 6.04111 12.99208 12.13420
C 10.70984 11.83608 15.27516
O 11.46759 12.97206 14.83488
H 10.92541 11.39278 16.24734
H 9.68939 12.19382 15.41222
H 10.77898 11.07574 14.49720
H 11.37539 13.07904 13.88532
C 11.47686 8.36158 15.64268
C 11.04495 8.16234 14.17784
O 12.17925 8.19820 13.38928
H 11.96830 7.44650 15.97316
H 10.64549 8.61356 16.30102
H 12.19169 9.15526 15.85988
H 10.32914 8.94246 13.91872
H 10.49873 7.22812 14.04758
H 12.72837 7.43522 13.58404
C 12.26232 16.20922 16.47406
C 13.34341 15.33692 15.85640
O 13.11561 15.19834 14.48506
H 12.09621 16.05648 17.54044
H 11.26364 15.89736 16.16830
H 12.47669 17.24134 16.19682
H 13.40558 14.34250 16.29840
H 14.34697 15.70362 16.07200
H 12.36827 14.59578 14.48776
C 13.48044 7.82096 10.29100
C 14.84428 7.26060 10.41842
O 15.33433 7.55076 11.73182
H 12.77715 7.36564 10.98828
H 13.08523 7.73618 9.27872
H 13.42339 8.89164 10.48716
H 15.44901 7.73002 9.64249
H 14.86600 6.18362 10.25186
H 14.72839 7.08418 12.31212
```

---

The following is a DFT calculation (wB97M-V/def2-TZVPD) of a molecular structure, C19H6Cl3F5GeN5RhSSe.

Results
**Relative energy (zero: lowest compared OMol25 entry of this formula, charge and spin)**: 17.1 kcal per mole
**Multiplicity**: 2
**Frontier orbital gap (spin up / spin down)**: 6.689 / 6.223 eV
**M**: 792.184 g/mol
**Charge**: +1
**Total energy**: -7868.29488 Eh

Structure (XYZ):
```
42
C19H6Cl3F5GeN5RhSSe wB97M-V/def2-TZVPD
Rh -0.31126 0.45664 -1.08443
S -3.90552 -2.95916 4.47019
N -2.88468 -1.71390 4.47978
C -2.60943 -1.44276 3.21500
C -1.68670 -0.41326 2.75667
C -0.97322 0.43199 3.61173
C -0.07373 1.31674 3.07207
C 0.12068 1.34151 1.69310
N -0.57013 0.55179 0.86975
C -1.48269 -0.30817 1.39098
C -2.21543 -1.14324 0.44789
N -2.00053 -0.86843 -0.85112
C -2.63139 -1.59323 -1.77309
C -3.49417 -2.63221 -1.43658
C -3.71544 -2.91784 -0.10657
C -3.07786 -2.14659 0.86656
C -3.26747 -2.29883 2.30057
N -4.03332 -3.20560 2.88390
H -1.13124 0.35995 4.68003
H 0.49921 1.98840 3.69457
H 0.83057 2.01345 1.23697
H -2.45547 -1.32749 -2.80671
H -3.98510 -3.19035 -2.22062
H -4.37875 -3.71612 0.20072
F 5.81889 2.88962 -0.61827
C 4.88053 1.96650 -0.69921
C 4.29472 1.47296 0.45522
F 4.66603 1.94614 1.63851
C 3.31783 0.50347 0.35952
F 2.76300 0.06781 1.49282
C 2.87249 0.03263 -0.87174
Se 1.43122 -1.17788 -0.99134
C 3.48702 0.54295 -2.00644
F 3.07550 0.16334 -3.22492
C 4.48180 1.49317 -1.93879
F 5.04100 1.96928 -3.04426
N 1.22402 3.19807 -1.09367
C 0.64841 2.19565 -1.08500
Cl 0.14844 0.70884 -6.77374
Ge 0.97055 1.36243 -4.93479
Cl -0.60854 0.61942 -3.47331
Cl 0.92015 3.46230 -4.78193
```

---

The following is a DFT calculation (wB97M-V/def2-TZVPD) of 19 unconnected molecules or ions with the total composition C19H73N36O21.

Results
**Relative energy (zero: lowest compared OMol25 entry of this formula, charge and spin)**: 0.0 kcal per mole
**Frontier orbital gap**: 7.556 eV
**M**: 1142.024 g/mol
**Charge**: -1
**Total energy**: -4319.64217 Eh

Structure (XYZ):
```
149
C19H73N36O21 wB97M-V/def2-TZVPD
O 0.16006 -0.83810 0.90441
C -0.12851 0.45347 0.67503
O -0.06387 0.73775 -0.47686
O -0.17514 1.30095 1.58108
H 0.22086 -1.09114 -0.01965
C -1.93881 -5.73729 -4.15199
O -1.58047 -6.82337 -4.49054
N -2.76575 -5.03287 -4.86173
N -1.32699 -5.14918 -3.14584
H -3.32017 -5.47938 -5.57822
H -2.95521 -4.07331 -4.60985
H -1.70822 -4.25687 -2.86557
H -0.54552 -5.58119 -2.67385
C -3.59654 2.53622 1.08691
O -4.78588 2.63684 1.17447
N -2.96646 2.19883 2.11866
N -2.89238 2.69985 -0.01555
H -3.43391 2.33542 3.00349
H -2.00128 1.90201 2.13932
H -3.31299 2.55915 -0.92296
H -1.88331 2.71185 0.02616
C 4.44168 4.78582 2.35841
O 3.72952 4.57660 3.36392
N 5.51631 5.42731 2.49015
N 4.27738 4.33068 1.11266
H 6.20216 5.59562 1.76807
H 5.68497 5.76173 3.42814
H 3.51063 3.67685 1.04417
H 4.86204 4.46611 0.30029
C 2.40238 -1.64634 -1.96184
O 2.39883 -1.85828 -0.83325
N 1.26509 -1.40431 -2.63624
N 3.51105 -1.66633 -2.77323
H 0.45391 -1.44522 -2.03590
H 1.05136 -1.68153 -3.58363
H 3.53555 -1.34794 -3.73141
H 4.38008 -1.85077 -2.29275
C 0.53745 4.60830 0.27595
O 0.62112 5.75941 -0.02280
N 1.12824 3.56198 -0.35479
N -0.40566 4.21218 1.12038
H 0.88400 2.65558 0.01788
H 2.00955 3.60512 -0.84624
H -0.21025 3.31452 1.54004
H -0.64169 4.96280 1.75359
C 3.59729 -0.21987 2.83353
O 4.69090 -0.50605 3.30200
N 2.98762 0.87091 3.12255
N 3.18490 -0.91605 1.80438
H 3.51447 1.44725 3.76314
H 2.06410 1.04989 2.75489
H 2.26802 -0.68314 1.45055
H 3.67869 -1.67599 1.35856
C -3.62646 -1.25875 2.88081
O -3.42029 -1.66736 4.04977
N -2.93082 -1.49888 1.79667
N -4.56749 -0.43901 2.57720
H -3.24655 -1.07470 0.93615
H -1.98072 -1.80738 1.94574
H -5.09530 -0.01704 3.32784
H -4.55558 -0.13224 1.61499
C 0.08405 -0.80496 4.64957
O -0.02833 -1.15010 5.80411
N 0.33028 -1.51358 3.60391
N -0.18317 0.40167 4.27034
H 0.75726 -2.40598 3.80740
H 0.34637 -1.27722 2.62209
H -0.13029 0.67764 3.30021
H -0.31254 1.07065 5.01588
C 2.86840 3.52646 -3.35442
O 2.00852 4.39095 -3.57860
N 2.82773 2.63256 -2.40410
N 4.02012 3.34167 -3.89289
H 3.69875 2.19550 -2.13876
H 1.96712 2.26346 -2.02567
H 4.34011 3.94722 -4.63520
H 4.60294 2.56003 -3.62933
C 2.48977 -4.66914 2.72256
O 1.79342 -4.11994 3.56160
N 3.20821 -5.72971 2.86664
N 2.56939 -4.13098 1.51845
H 3.04527 -6.22350 3.73251
H 3.70407 -6.09463 2.06599
H 3.17505 -4.68999 0.93467
H 1.85105 -3.47422 1.24871
C -1.84425 -4.91050 2.38900
O -2.90612 -5.12279 1.85804
N -1.72470 -4.07766 3.34310
N -0.76783 -5.71270 2.15370
H -2.56904 -3.56975 3.56493
H -0.80393 -3.69461 3.50302
H -1.00537 -6.56890 1.67350
H 0.16089 -5.61130 2.53750
C 0.90348 4.83835 5.71534
O 0.29072 5.26345 6.71244
N 0.34466 4.64840 4.64138
N 2.16667 4.68271 5.56284
H -0.58584 5.01995 4.51404
H 1.01495 4.46565 3.90829
H 2.76989 4.97218 6.31943
H 2.56441 4.57856 4.64032
C 2.03369 0.20737 -6.08736
O 2.34176 0.32882 -7.30144
N 2.96046 0.05874 -5.23592
N 0.82559 0.28277 -5.66604
H 2.72719 0.44617 -4.33283
H 3.90838 0.14701 -5.57320
H 0.16023 0.40312 -6.41632
H 0.64389 -0.00139 -4.71403
C -1.44989 2.52796 -3.36010
O -2.25526 2.83124 -4.18140
N -1.02209 1.31218 -3.07411
N -0.95889 3.42803 -2.46750
H -0.64039 1.09648 -2.16423
H -1.57718 0.64549 -3.59132
H -0.16659 3.18641 -1.88959
H -1.42267 4.32095 -2.37982
C -4.78684 -4.35586 -1.55342
O -5.20856 -4.02578 -2.64047
N -4.66611 -5.57481 -1.08236
N -4.37887 -3.51697 -0.67928
H -5.00921 -6.30483 -1.69018
H -4.16607 -5.76236 -0.22510
H -4.28251 -2.51837 -0.79600
H -4.18801 -3.86823 0.24823
C 3.67912 -6.15742 -1.14519
O 3.90756 -5.95600 0.02089
N 2.66430 -5.62556 -1.82153
N 4.56093 -6.80704 -1.90310
H 2.67907 -5.51244 -2.82507
H 1.91416 -5.21553 -1.28370
H 5.35082 -7.23940 -1.44569
H 4.38173 -7.09778 -2.85361
C -4.86355 0.11202 -1.45935
O -4.01066 -0.71443 -1.13895
N -4.84704 0.88930 -2.47218
N -5.95522 0.33943 -0.78780
H -4.13100 0.67686 -3.15208
H -5.77370 1.25213 -2.64466
H -6.20684 -0.36150 -0.10554
H -6.62415 0.94581 -1.24050
C -2.80933 6.92582 -0.83419
O -3.83778 7.27173 -1.36761
N -2.02786 7.60880 -0.17454
N -2.62062 5.63208 -0.62996
H -1.32467 6.98988 0.20304
H -2.04532 8.61415 -0.07932
H -3.36620 5.04238 -0.97123
H -1.86648 5.28667 -0.05371
```